No. 1
Molecular formula: C28H49HoN8O4S
Method: DFT, ωB97M-V with the def2-TZVPD basis set

expectation value of S²	6.003
orbital gap (alpha / beta)	7.94 / 7.94	eV
LUMO (alpha / beta)	-5.72 / -5.72	eV
total charge	+2
E_HOMO (alpha / beta)	-13.658 / -13.659	eV
M	758.75	g/mol
ΔE to the lowest compared entry with this formula, charge and spin	9.28	kcal/mol
2S+1	5

Cartesian coordinates (Å):
Ho -1.90169 1.88226 0.10977
C 2.62806 -0.09928 -4.51688
C 2.58526 0.26136 -3.02803
C 3.39650 -0.74174 -2.18939
C 3.48285 -0.46568 -0.67145
C 3.91932 0.97602 -0.38489
C 4.52208 -1.43358 -0.09835
N 2.13747 -0.71028 -0.09424
C 2.07410 -0.89971 1.35331
C 0.63798 -0.86222 1.87632
N -0.27745 -1.90072 1.39725
C -1.62313 -1.57268 1.83570
C -2.06091 -0.33942 1.07257
O -2.63137 0.61357 1.65885
O -1.78332 -0.26376 -0.15676
C 0.07240 -3.30794 1.64178
C 0.72415 -3.59200 2.99590
C 0.92898 -3.87369 0.49967
C 0.38256 -3.69390 -0.92943
C 1.32474 -4.46154 -1.85748
C -1.04117 -4.22708 -1.06995
N 0.38369 -2.22993 -1.25787
C 0.31356 -1.87495 -2.68455
C 0.14476 -0.37678 -2.92169
N 1.23960 0.48834 -2.47740
C 0.80664 1.87111 -2.59738
C -0.09408 2.21267 -1.42624
O 0.20882 1.77576 -0.27638
O -1.14361 2.88282 -1.58021
H 3.65330 -0.03128 -4.86887
H 2.03465 0.60558 -5.09509
H 2.27455 -1.10570 -4.72028
H 3.10635 1.21840 -2.93611
H 4.41465 -0.71775 -2.58103
H 3.03093 -1.75844 -2.32838
H 3.10306 1.66731 -0.58194
H 4.21936 1.08982 0.65451
H 4.76718 1.24809 -1.00576
H 5.47447 -1.24749 -0.58318
H 4.24653 -2.46986 -0.27917
H 4.67238 -1.29177 0.96662
H 1.57368 0.11028 -0.34120
H 1.27002 -1.68148 -0.77633
H 2.61371 -0.10454 1.88281
H 2.55628 -1.84160 1.61037
H 0.20621 0.10420 1.56373
H 0.68154 -0.85072 2.97579
H -1.71392 -1.36723 2.91295
H -2.30768 -2.38306 1.57425
H -0.87266 -3.85877 1.62866
H 1.72834 -3.18604 3.05999
H 0.78563 -4.66496 3.14735
H 0.12494 -3.17524 3.80116
H 1.01522 -4.94592 0.68332
H 1.93801 -3.46724 0.53540
H 1.36966 -5.49743 -1.53330
H 2.33500 -4.06107 -1.81439
H 0.98445 -4.46632 -2.88819
H -1.10986 -5.23150 -0.66297
H -1.34095 -4.27833 -2.11294
H -1.74731 -3.59128 -0.54383
H -0.41199 -1.80082 -0.75912
H -0.54596 -2.36761 -3.14597
H 1.21598 -2.22500 -3.18004
H -0.76057 -0.04206 -2.39130
H -0.04339 -0.24727 -3.99888
H 0.27192 2.08910 -3.53275
H 1.66497 2.54701 -2.53794
C -4.77431 4.09738 3.14202
C -3.66142 3.81415 2.18398
N -3.83935 3.26562 1.02698
N -5.09620 2.99619 0.60048
C -5.36079 2.34286 -0.57103
N -6.62800 2.34324 -0.98615
S -4.18917 1.53172 -1.44920
C -2.27030 4.14471 2.55591
C -1.98660 5.11692 3.51609
C -0.66798 5.38630 3.84812
C 0.33520 4.67622 3.20964
C -0.02384 3.73561 2.25393
N -1.28758 3.46438 1.92494
H -5.39528 3.20732 3.24941
H -5.40108 4.92524 2.80635
H -4.39167 4.33880 4.12660
H -5.88459 3.35444 1.13962
H -7.37898 2.80552 -0.49769
H -6.84207 1.86048 -1.84649
H -2.77700 5.67820 3.98622
H -0.43056 6.13219 4.59167
H 1.37445 4.84979 3.44188
H 0.74168 3.17367 1.72621

These are the Löwdin partial charges, in e, on atoms 1 to 6: 1.424 -0.023 -0.335 -0.088 -0.519 -0.007

=====

No. 2
Molecular formula: C2H9N3S
Method: DFT, ωB97M-V with the def2-TZVPD basis set

SMILES	CN(C)[SH](=N)=N
orbital gap (alpha / beta)	8.70 / 8.70	eV
LUMO (alpha / beta)	0.26 / 0.26	eV
total charge	0
E_HOMO (alpha / beta)	-8.435 / -8.436	eV
M	107.18	g/mol
ΔE to the lowest compared entry with this formula, charge and spin	81.67	kcal/mol

Cartesian coordinates (Å):
C 0.69417 -1.57009 -0.18991
N 0.48243 -0.10275 -0.28649
C 1.28747 0.88626 0.24846
S -1.11533 0.32477 -0.54654
N -1.41645 1.86318 -0.61130
N -1.96244 -1.14388 0.65533
H 0.50840 -2.01074 -1.17001
H 1.70429 -1.83408 0.17582
H -0.13400 -1.87017 0.53136
H 2.33367 0.89277 -0.06616
H 0.83224 1.93064 -0.02278
H 1.36312 0.97724 1.37671
H -0.96456 -0.01216 -1.83513
H -1.37000 2.24628 0.27413
H -2.24302 -0.57727 1.46652

These are the Löwdin partial charges, in e, on atoms 1 to 6: -0.114 -0.498 -0.199 0.918 -0.287 -0.211

=====

Q: Number 2 is which compound?
A: C2H9N3S